(1)
Below is a structure of composition C17H19AsF6IrN3O2, with properties calculated with ωB97M-V/def2-TZVPD.

Computed properties:
ΔE to the lowest compared entry with this formula, charge and spin in eV: 0.270
Highest occupied orbital energy (alpha / beta) in eV: -12.27 / -12.26
Frontier orbital gap (alpha / beta) in Ha: 0.23402 / 0.23477
Total energy in a.u.: -3913.0979

```
! RIJCOSX wB97M-V def2-TZVPD def2/J DEFGRID3
* xyz 1 2
Ir 0.1226 -0.6325 -0.6874
O 3.8740 1.1533 2.7189
C 4.5398 0.9385 1.5852
C 5.9155 1.1714 1.6255
C 6.6848 0.9842 0.5038
C 6.1211 0.5568 -0.7127
C 4.7812 0.3243 -0.7779
C 3.9510 0.5067 0.3621
C 2.5683 0.2321 0.2165
O 2.0631 -0.1370 -0.9017
N 1.7171 0.3592 1.3208
N 0.5431 -0.0211 1.0175
C -0.5161 -0.0415 2.0389
C -1.8126 0.0811 1.2696
C -3.0034 0.4215 1.8706
C -4.1483 0.5050 1.0885
C -4.0698 0.2524 -0.2721
C -2.8509 -0.0899 -0.8181
N -1.7517 -0.1842 -0.0549
H 2.9254 0.9834 2.5973
H 6.3457 1.5007 2.5608
H 7.7495 1.1700 0.5599
H 6.7462 0.4147 -1.5820
H 4.3209 -0.0077 -1.6976
H -0.3681 0.7988 2.7192
H -3.0351 0.6242 2.9325
H -5.0933 0.7731 1.5412
H -4.9387 0.3132 -0.9104
H -2.7276 -0.3179 -1.8664
F 0.3505 -3.4659 -1.1148
As -0.5645 -3.3078 -2.5821
F -1.3800 -2.8149 -3.9899
F 0.8129 -3.7306 -3.4743
F 0.1300 -1.4639 -2.5412
F -1.2666 -4.8365 -2.4738
F -1.8171 -2.5493 -1.6226
C 0.2449 -0.7855 5.1321
C 0.6649 -1.4787 3.8383
C 1.0357 -2.9380 4.0832
C -0.4533 -1.3886 2.7945
H 1.0590 -0.7877 5.8560
H -0.6050 -1.3037 5.5817
H -0.0440 0.2567 4.9693
H 1.5512 -0.9660 3.4504
H 0.1718 -3.4998 4.4457
H 1.8199 -3.0130 4.8360
H 1.3904 -3.4180 3.1700
H -1.4215 -1.5129 3.2863
H -0.3787 -2.1868 2.0492
*
```

The computed Löwdin charges, all in e, follow: atom 1 (Ir): 1.517, atom 2 (O): 0.108, atom 3 (C): -0.228, atom 4 (C): 0.015, atom 5 (C): -0.014, atom 6 (C): -0.046, atom 7 (C): 0.010, atom 8 (C): -0.071, atom 9 (C): -0.313, atom 10 (O): -0.105, atom 11 (N): 0.125, atom 12 (N): -0.174, atom 13 (C): -0.209, atom 14 (C): -0.210, atom 15 (C): 0.019, atom 16 (C): 0.002, atom 17 (C): -0.003, atom 18 (C): -0.072, atom 19 (N): -0.081, atom 20 (H): 0.076, atom 21 (H): 0.133, atom 22 (H): 0.124, atom 23 (H): 0.118, atom 24 (H): 0.129, atom 25 (H): 0.164, atom 26 (H): 0.136, atom 27 (H): 0.129, atom 28 (H): 0.128, atom 29 (H): 0.128, atom 30 (F): -0.273, atom 31 (As): 0.780, atom 32 (F): -0.194, atom 33 (F): -0.185, atom 34 (F): -0.441, atom 35 (F): -0.173, atom 36 (F): -0.277, atom 37 (C): -0.061, atom 38 (C): -0.433, atom 39 (C): -0.060, atom 40 (C): -0.106, atom 41 (H): 0.088, atom 42 (H): 0.090, atom 43 (H): 0.074, atom 44 (H): 0.113, atom 45 (H): 0.092, atom 46 (H): 0.087, atom 47 (H): 0.084, atom 48 (H): 0.134, atom 49 (H): 0.126

=====

(2)
Below is a structure of composition C17H19AuN7O4, with properties calculated with ωB97M-V/def2-TZVPD.

Computed properties:
ΔE to the lowest compared entry with this formula, charge and spin in eV: 0.000
Highest occupied orbital energy (alpha / beta) in eV: -10.71 / -10.71
Frontier orbital gap (alpha / beta) in Ha: 0.19594 / 0.19597
Total energy in a.u.: -1478.7970

```
! RIJCOSX wB97M-V def2-TZVPD def2/J DEFGRID3
* xyz 1 1
Au 0.0361 -1.1998 -0.6581
O 4.0166 1.2563 -1.1863
C 4.0921 1.5864 0.1107
C 5.1181 2.4598 0.4828
C 5.2646 2.8466 1.7939
C 4.4000 2.3670 2.7806
C 3.3909 1.5036 2.4367
C 3.2032 1.1013 1.1032
C 2.0787 0.2300 0.7516
O 1.8700 -0.0856 -0.4931
N 1.3051 -0.1741 1.7291
N 0.2186 -0.8620 1.3712
C -0.7037 -1.1372 2.2369
C -1.9152 -1.8355 2.0297
C -2.8186 -1.8901 3.1181
C -4.0170 -2.5364 3.0364
C -4.3709 -3.1725 1.8326
C -3.5344 -3.1329 0.7535
C -2.2737 -2.4770 0.8041
O -1.5362 -2.5326 -0.2585
H 3.2401 0.6962 -1.3239
H 5.7820 2.8142 -0.2940
H 6.0606 3.5281 2.0635
H 4.5244 2.6760 3.8089
H 2.7217 1.1082 3.1867
H -0.5172 -0.7611 3.2368
H -2.5414 -1.3897 4.0384
H -4.6862 -2.5667 3.8842
H -5.3150 -3.6960 1.7611
H -3.7890 -3.6217 -0.1777
C -2.6112 2.9284 0.0050
C -1.7814 1.9520 -0.8052
O -1.7601 0.6456 -0.2024
H -2.6186 3.9040 -0.4809
H -2.1973 3.0410 1.0065
H -3.6415 2.5783 0.0917
H -0.7404 2.2730 -0.8453
H -2.1541 1.8757 -1.8305
H -2.6573 0.2908 -0.2181
N -0.3347 -0.1328 -5.8192
N -0.0316 -0.8712 -4.7255
N 0.7371 -1.9354 -4.7929
C 0.8341 -2.2851 -3.5248
N 0.1351 -1.4437 -2.7551
N -0.4185 -0.5346 -3.5382
H -0.2898 -0.6771 -6.6670
H -1.1672 0.4211 -5.6887
H 1.3929 -3.1327 -3.1686
*
```

The computed Löwdin charges, all in e, follow: atom 1 (Au): 1.321, atom 2 (O): 0.086, atom 3 (C): -0.250, atom 4 (C): -0.002, atom 5 (C): -0.056, atom 6 (C): -0.077, atom 7 (C): -0.028, atom 8 (C): -0.083, atom 9 (C): -0.391, atom 10 (O): -0.142, atom 11 (N): 0.087, atom 12 (N): -0.101, atom 13 (C): -0.027, atom 14 (C): -0.149, atom 15 (C): -0.032, atom 16 (C): -0.069, atom 17 (C): -0.050, atom 18 (C): -0.004, atom 19 (C): -0.350, atom 20 (O): -0.151, atom 21 (H): 0.070, atom 22 (H): 0.124, atom 23 (H): 0.113, atom 24 (H): 0.107, atom 25 (H): 0.109, atom 26 (H): 0.154, atom 27 (H): 0.120, atom 28 (H): 0.111, atom 29 (H): 0.117, atom 30 (H): 0.121, atom 31 (C): -0.075, atom 32 (C): -0.294, atom 33 (O): -0.160, atom 34 (H): 0.083, atom 35 (H): 0.081, atom 36 (H): 0.079, atom 37 (H): 0.113, atom 38 (H): 0.108, atom 39 (H): 0.093, atom 40 (N): 0.164, atom 41 (N): -0.262, atom 42 (N): 0.163, atom 43 (C): -0.140, atom 44 (N): -0.120, atom 45 (N): 0.114, atom 46 (H): 0.121, atom 47 (H): 0.118, atom 48 (H): 0.131

=====

(3)
Below is a cluster of 8 separate species, C17H19BCl28N3O3P in total, with properties calculated with ωB97M-V/def2-TZVPD.

Computed properties:
Highest occupied orbital energy in eV: -8.90
Frontier orbital gap in Ha: 0.32947
Total energy in a.u.: -14300.5891
SMILES string: CC[C@@H](C)[C@@]1([PH2]=N)[C@@H](OC#N)NC(=O)[C@H]1B(C)O.ClC(Cl)(Cl)Cl.ClC(Cl)(Cl)Cl.ClC(Cl)(Cl)Cl.ClC(Cl)(Cl)Cl.ClC(Cl)(Cl)Cl.ClC(Cl)(Cl)Cl.ClC(Cl)(Cl)Cl

```
! RIJCOSX wB97M-V def2-TZVPD def2/J DEFGRID3
* xyz 0 1
C 3.6410 0.0065 4.3745
C 2.1778 -0.5355 4.1002
C 1.5386 0.1791 2.8468
C 2.0101 -0.5976 1.5803
C -0.0132 0.3765 2.9675
P -0.1698 2.1806 3.6137
N -0.9473 3.1444 2.6184
C -0.9202 0.3590 1.7115
O -0.9395 -0.8621 0.8566
C -0.5495 -0.5445 -0.3661
N -0.0807 -0.2039 -1.3142
N -2.2450 0.3061 2.3411
C -2.2730 0.1719 3.7279
O -3.1295 0.4247 4.4824
C -0.8315 -0.3949 4.0477
B -1.0547 -1.9857 3.9472
C -0.2943 -3.0036 2.9980
O -2.0074 -2.5299 4.8326
H 4.3990 -0.7201 4.0299
H 3.8178 0.9944 3.9182
H 3.7566 0.0583 5.4759
H 2.3054 -1.6093 3.8702
H 1.6179 -0.3606 5.0329
H 2.0431 1.1668 2.7987
H 1.4763 -1.5406 1.3949
H 1.8360 0.0695 0.7060
H 3.1084 -0.7430 1.6108
H 1.1176 2.7292 3.8584
H -0.8615 2.1740 4.8588
H -1.7737 3.4847 3.1100
H -0.8689 1.1854 0.9887
H -2.9746 0.8493 1.8939
H -0.5930 -0.0698 5.0745
H -0.7532 -3.0866 1.9941
H 0.7915 -2.8132 2.9610
H -0.4112 -4.0059 3.4608
H -2.9046 -2.3396 4.5203
Cl -5.2285 0.7082 -2.3114
C -4.0591 1.6876 -1.4192
Cl -2.9172 0.6120 -0.5922
Cl -3.1772 2.7310 -2.5403
Cl -4.9054 2.6842 -0.2235
Cl -0.2729 1.6601 -4.5876
C -0.6109 2.3065 -6.2003
Cl -2.3591 2.3206 -6.4835
Cl 0.0149 3.9568 -6.3201
Cl 0.1730 1.2854 -7.4159
Cl 6.8757 2.0508 3.5842
C 6.5320 2.7024 1.9742
Cl 4.7806 2.7190 1.7008
Cl 7.1598 4.3526 1.8601
Cl 7.3080 1.6892 0.7492
Cl -3.6492 -6.7675 0.4694
C -3.4017 -5.5778 1.7555
Cl -4.9074 -5.3643 2.6605
Cl -2.1352 -6.1501 2.8483
Cl -2.9239 -4.0276 1.0376
Cl -5.3967 0.7197 -7.5759
C -5.3643 -0.5643 -6.3565
Cl -6.9782 -0.7457 -5.6487
Cl -4.8795 -2.0874 -7.1175
Cl -4.2103 -0.1437 -5.0856
Cl 4.3575 4.2377 -2.1187
C 3.2608 3.6525 -3.3794
Cl 1.9294 2.7440 -2.6430
Cl 2.6143 5.0367 -4.2712
Cl 4.1486 2.5958 -4.4882
Cl 1.4164 -0.9873 -9.1837
C 1.8366 -2.5886 -8.5569
Cl 2.5906 -2.4171 -6.9654
Cl 0.3698 -3.5681 -8.4133
Cl 2.9680 -3.3775 -9.6659
*
```

The computed Löwdin charges, all in e, follow: atom 1 (C): -0.098, atom 2 (C): -0.189, atom 3 (C): -0.337, atom 4 (C): -0.045, atom 5 (C): -0.350, atom 6 (P): 0.840, atom 7 (N): -0.293, atom 8 (C): -0.261, atom 9 (O): -0.034, atom 10 (C): -0.492, atom 11 (N): 0.200, atom 12 (N): 0.117, atom 13 (C): -0.514, atom 14 (O): 0.147, atom 15 (C): -0.110, atom 16 (B): -0.429, atom 17 (C): -0.016, atom 18 (O): 0.105, atom 19 (H): 0.073, atom 20 (H): 0.026, atom 21 (H): 0.074, atom 22 (H): 0.103, atom 23 (H): 0.102, atom 24 (H): 0.074, atom 25 (H): 0.071, atom 26 (H): 0.080, atom 27 (H): 0.093, atom 28 (H): 0.022, atom 29 (H): 0.040, atom 30 (H): -0.031, atom 31 (H): 0.120, atom 32 (H): 0.098, atom 33 (H): 0.132, atom 34 (H): 0.013, atom 35 (H): 0.046, atom 36 (H): 0.041, atom 37 (H): 0.109, atom 38 (Cl): 0.511, atom 39 (C): -1.975, atom 40 (Cl): 0.694, atom 41 (Cl): 0.539, atom 42 (Cl): 0.542, atom 43 (Cl): 0.480, atom 44 (C): -2.013, atom 45 (Cl): 0.493, atom 46 (Cl): 0.515, atom 47 (Cl): 0.495, atom 48 (Cl): 0.525, atom 49 (C): -2.043, atom 50 (Cl): 0.512, atom 51 (Cl): 0.526, atom 52 (Cl): 0.524, atom 53 (Cl): 0.529, atom 54 (C): -2.026, atom 55 (Cl): 0.526, atom 56 (Cl): 0.556, atom 57 (Cl): 0.566, atom 58 (Cl): 0.515, atom 59 (C): -2.030, atom 60 (Cl): 0.521, atom 61 (Cl): 0.526, atom 62 (Cl): 0.469, atom 63 (Cl): 0.510, atom 64 (C): -2.036, atom 65 (Cl): 0.483, atom 66 (Cl): 0.508, atom 67 (Cl): 0.523, atom 68 (Cl): 0.489, atom 69 (C): -2.044, atom 70 (Cl): 0.523, atom 71 (Cl): 0.521, atom 72 (Cl): 0.521

=====

Which formula does entry 1 have?
C17H19AsF6IrN3O2

=====

Among the records above, which one has the lowest total energy?
C17H19BCl28N3O3P